# 1
DFT (ωB97M-V/def2-TZVPD) results for a single C6H14 molecule at a distorted geometry.

The geometry in XYZ format:
```
20
Properties=species:S:1:pos:R:3:lowdin_charge:R:1
C -2.838 1.205 -0.929 -0.1093
C -1.486 0.503 -1.063 -0.3336
C -0.806 0.121 0.215 -0.2513
C 0.634 -0.264 -0.072 -0.2549
C 1.396 -0.674 1.177 -0.2860
C 2.818 -1.127 0.872 -0.1237
H -3.660 0.949 -1.609 0.0640
H -3.166 1.572 0.052 0.0679
H -2.059 1.879 -1.391 0.0556
H -1.529 -0.249 -1.844 0.1078
H -0.695 1.352 -1.579 0.1501
H -1.346 -0.698 0.704 0.1236
H -0.852 0.978 0.908 0.1240
H 1.140 0.579 -0.566 0.1146
H 0.637 -1.088 -0.801 0.1208
H 1.413 0.171 1.880 0.1102
H 0.847 -1.481 1.681 0.1091
H 2.815 -1.992 0.199 0.0720
H 3.351 -1.410 1.785 0.0670
H 3.387 -0.328 0.382 0.0722
```

Its structure (SMILES) is CCCCCC. The HOMO energy comes out at -9.1583 eV. As for the spin multiplicity: 1. The calculation puts the lowest unoccupied orbital energy at 1.20 eV. As for the energy relative to the best compared isomer or geometry (same formula, charge and spin): 2.492 eV. The orbital gap comes out at 10.4 eV.

***

# 2
DFT (ωB97M-V/def2-TZVPD) results for a molecular structure, C3H5FeO3 at a distorted geometry.

The geometry in XYZ format:
```
12
Properties=species:S:1:pos:R:3:lowdin_charge:R:1
H 1.160 -0.862 -1.577 0.1011
C 1.258 -0.436 -0.564 -0.1496
C 0.271 -1.074 0.385 -0.1700
O -1.104 -0.721 0.007 0.0581
C -1.486 0.526 -0.062 -0.6155
O -2.367 0.948 -0.782 0.1806
Fe 1.286 1.737 -0.429 1.0879
O -0.697 1.409 0.618 -0.0341
H 2.259 -0.768 -0.229 0.0905
H 0.414 -0.767 1.430 0.1344
H 0.234 -2.172 0.343 0.1590
H -1.227 2.181 0.860 0.1576
```

The HOMO energy (spin up / spin down) comes out at -12.6586 / -15.6104 eV. As for the spin multiplicity: 7. The calculation puts the lowest unoccupied orbital energy (spin up / spin down) at -4.46 / -8.48 eV. As for the energy relative to the best compared isomer or geometry (same formula, charge and spin): 0.000 eV. The orbital gap (spin up / spin down) comes out at 8.2 / 7.1 eV. As for the expectation value of S²: 12.00. The charge is +1.

***

# 3
DFT (ωB97M-V/def2-TZVPD) results for a gas-phase ion, C7H5N3O4S (charge -2) at a distorted geometry.

The geometry in XYZ format:
```
20
Properties=species:S:1:pos:R:3:lowdin_charge:R:1
C 0.389 1.749 -0.884 -0.0012
C 1.109 -0.174 0.490 -0.0326
C -0.840 1.225 -0.992 -0.3966
C -0.173 -0.642 0.263 -0.2286
C 1.398 1.182 0.014 -0.4280
C 2.163 -1.107 1.165 -0.5885
C -1.940 1.838 -1.830 -0.0359
N 1.782 -2.332 1.448 -0.1006
N -0.742 -2.003 0.710 -0.1741
N -1.159 0.109 -0.422 0.0860
O 0.028 -4.244 1.543 -0.4756
O 2.417 1.796 0.328 -0.0249
O 3.337 -0.682 1.227 -0.0708
O -0.108 -2.403 3.195 -0.4339
S 0.238 -2.778 1.818 0.4651
H 0.810 2.597 -1.352 0.0856
H -2.868 1.256 -2.005 0.0777
H -1.615 2.192 -2.791 0.0634
H -2.127 2.669 -1.210 0.0565
H -2.100 -0.249 -0.715 0.1570
```

Its structure (SMILES) is CC1=CC([O-])=C2C(=O)N=[S@@](=O)([O-])N=C2N1. The HOMO energy comes out at -0.3585 eV. As for the spin multiplicity: 1. The calculation puts the lowest unoccupied orbital energy at 5.06 eV. The orbital gap comes out at 5.4 eV. The charge is -2.

***

# 4
DFT (ωB97M-V/def2-TZVPD) results for 2 unconnected molecules or ions with the total composition C3H7N3O at a distorted geometry.

The geometry in XYZ format:
```
14
Properties=species:S:1:pos:R:3:lowdin_charge:R:1
C 3.016 -0.099 0.399 0.0490
C 2.099 0.216 -0.551 -0.3548
C -2.876 -0.552 0.007 0.0081
N -0.775 -0.345 -0.881 0.2476
N 1.098 1.068 -0.411 0.0926
N -1.522 0.069 -0.013 -0.4977
O -1.336 0.919 0.857 -0.0511
H 3.901 -0.660 0.157 0.0482
H 2.936 0.298 1.397 0.0559
H 2.222 -0.162 -1.562 0.0955
H -3.575 0.154 -0.440 0.0944
H -2.870 -1.485 -0.551 0.0825
H -3.149 -0.717 1.048 0.0934
H 0.829 1.296 0.543 0.0363
```

The HOMO energy (spin up / spin down) comes out at -9.3217 / -8.8563 eV. As for the spin multiplicity: 1. The calculation puts the lowest unoccupied orbital energy (spin up / spin down) at -0.72 / -0.55 eV. As for the energy relative to the best compared isomer or geometry (same formula, charge and spin): 7.006 eV. The orbital gap (spin up / spin down) comes out at 8.6 / 8.3 eV.

***

# 5
DFT (ωB97M-V/def2-TZVPD) results for a gas-phase ion, C4H12N2 (charge +1) at a distorted geometry.

The geometry in XYZ format:
```
18
Properties=species:S:1:pos:R:3:lowdin_charge:R:1
C -0.582 -1.526 0.821 0.0099
C -0.575 0.037 0.661 -0.3694
C -2.017 0.507 0.467 -0.0351
N 0.170 0.442 -0.525 0.1972
C 1.685 0.352 -0.426 -0.1961
N 2.436 0.959 -1.470 0.0568
H -0.339 -1.739 1.862 0.1048
H -1.576 -1.957 0.716 0.0912
H 0.087 -1.976 0.091 0.0790
H -0.031 0.509 1.475 0.1449
H -2.692 0.185 1.257 0.1003
H -2.075 1.589 0.378 0.0921
H -2.510 -0.013 -0.351 0.0940
H -0.191 -0.119 -1.272 0.1542
H 1.953 0.895 0.479 0.1409
H 1.818 -0.729 -0.305 0.1479
H 2.256 1.956 -1.473 0.0986
H 2.184 0.626 -2.387 0.0886
```

The HOMO energy (spin up / spin down) comes out at -14.9687 / -14.9090 eV. As for the spin multiplicity: 2. The calculation puts the lowest unoccupied orbital energy (spin up / spin down) at -3.01 / -8.06 eV. As for the energy relative to the best compared isomer or geometry (same formula, charge and spin): 0.576 eV. The orbital gap (spin up / spin down) comes out at 12.0 / 6.8 eV. As for the expectation value of S²: 0.75. The charge is +1.

***

# 6
DFT (ωB97M-V/def2-TZVPD) results for a molecular structure, C25H24BI2MnN9O at a distorted geometry.

The geometry in XYZ format:
```
63
Properties=species:S:1:pos:R:3:lowdin_charge:R:1
Mn 0.283 -0.579 -0.852 1.0898
C -1.536 -3.618 -1.010 -0.0050
C -1.857 -2.612 0.033 -0.2983
C -2.744 -2.694 1.107 0.0258
C -2.733 -1.443 1.687 -0.0118
N -1.885 -0.662 1.002 0.0498
N -1.344 -1.379 -0.007 -0.0102
B -1.738 0.879 1.010 -0.6333
N -0.293 1.337 1.346 0.0231
C 0.080 2.336 2.161 -0.0231
C 1.445 2.500 2.056 0.0110
C 1.857 1.542 1.126 -0.3070
C 3.231 1.283 0.614 -0.0064
N 0.791 0.854 0.705 0.0391
N -1.972 1.270 -0.478 0.0455
C -2.972 1.940 -1.063 -0.0190
C -2.781 1.931 -2.429 0.0169
C -1.613 1.193 -2.624 -0.3035
C -0.959 0.823 -3.908 -0.0151
N -1.131 0.798 -1.436 0.0034
N -2.647 1.461 2.056 -0.0112
C -3.373 2.602 2.167 -0.0722
C -3.756 2.742 3.476 -0.0067
C -3.206 1.625 4.140 -0.3409
C -3.251 1.282 5.584 -0.0243
N -2.553 0.883 3.271 0.0970
H -1.179 -4.545 -0.569 0.0906
H -0.772 -3.219 -1.686 0.0694
H -2.435 -3.850 -1.583 0.0935
H -3.319 -3.543 1.408 0.1138
H -3.258 -1.070 2.543 0.1172
H -0.622 2.877 2.761 0.1267
H 2.059 3.209 2.572 0.1110
H 3.972 1.625 1.330 0.0898
H 3.396 1.810 -0.328 0.0839
H 3.372 0.218 0.441 0.0700
H -3.779 2.355 -0.498 0.1171
H -3.387 2.399 -3.178 0.1160
H -1.684 0.398 -4.601 0.0946
H -0.172 0.084 -3.729 0.0538
H -0.536 1.707 -4.382 0.0921
H -3.557 3.245 1.332 0.1044
H -4.352 3.517 3.912 0.1039
H -4.183 1.615 6.034 0.0807
H -2.427 1.776 6.101 0.0834
H -3.136 0.210 5.718 0.0787
I 2.515 -4.438 1.318 0.9542
C 3.260 -3.282 -0.268 -0.6139
C 4.525 -3.478 -0.807 -0.2011
C 5.000 -2.658 -1.811 -0.6341
I 6.949 -3.000 -2.537 0.9493
C 4.218 -1.592 -2.321 -0.2012
C 4.605 -0.686 -3.326 -0.0031
C 3.757 0.340 -3.667 -0.0169
C 2.513 0.462 -3.041 -0.0967
N 2.072 -0.409 -2.142 0.0569
C 2.927 -1.403 -1.771 -0.1615
C 2.434 -2.252 -0.733 -0.4261
O 1.258 -1.989 -0.284 -0.2067
H 5.145 -4.282 -0.437 0.0899
H 5.567 -0.795 -3.803 0.0728
H 4.043 1.054 -4.423 0.1175
H 1.866 1.298 -3.275 0.1162
```

The HOMO energy (spin up / spin down) comes out at -10.6626 / -10.7788 eV. As for the spin multiplicity: 5. The calculation puts the lowest unoccupied orbital energy (spin up / spin down) at -4.45 / -3.82 eV. As for the energy relative to the best compared isomer or geometry (same formula, charge and spin): 0.000 eV. The orbital gap (spin up / spin down) comes out at 6.2 / 7.0 eV. As for the expectation value of S²: 6.05. The charge is +1.

***

# 7
DFT (ωB97M-V/def2-TZVPD) results for a molecular structure, C31H35FeN8O2 at a distorted geometry.

The geometry in XYZ format:
```
77
Properties=species:S:1:pos:R:3:lowdin_charge:R:1
Fe 0.720 0.229 0.365 0.8592
C 1.386 0.463 -4.435 -0.0047
C 0.551 0.126 -3.235 -0.2681
N -0.381 0.848 -2.765 0.0818
C -0.749 2.140 -3.281 -0.1518
C -1.955 2.652 -2.449 -0.0672
N -1.807 2.085 -1.121 -0.0036
C -2.834 1.820 -0.064 -0.1333
C -1.375 1.725 2.352 -0.0740
N 0.032 1.334 2.557 -0.0565
C 0.313 0.160 3.387 -0.1853
C 0.017 -1.183 2.698 -0.1864
N 0.649 -1.333 1.400 -0.0369
C 0.585 -2.490 0.773 -0.2287
C 0.097 -3.732 1.453 0.0074
C 0.842 -2.480 -0.640 -0.1711
C 1.041 -3.642 -1.411 0.0139
C 1.072 -3.559 -2.781 -0.0139
C 0.910 -2.310 -3.390 0.0216
C 0.779 -1.188 -2.583 -0.1942
N 0.783 -1.256 -1.249 0.1335
H 1.727 1.496 -4.372 0.0871
H 0.784 0.373 -5.342 0.1009
H 2.248 -0.192 -4.519 0.0862
H -1.030 2.093 -4.339 0.1320
H 0.089 2.846 -3.189 0.1255
H -2.889 2.280 -2.878 0.1400
H -1.974 3.740 -2.421 0.0952
H -1.394 1.126 -1.331 0.1322
H -3.388 0.904 -0.287 0.1594
H -4.531 3.013 -0.559 0.1236
H -2.053 1.092 2.929 0.1296
H -1.535 2.772 2.621 0.1292
H 0.549 2.125 2.920 0.1276
H -0.263 0.182 4.325 0.1261
H 1.375 0.200 3.639 0.1236
H -1.065 -1.257 2.532 0.1298
H 0.325 -1.981 3.383 0.1261
H -0.896 -3.546 1.860 0.1016
H 0.746 -4.011 2.283 0.1042
H 0.028 -4.565 0.764 0.0735
H 1.189 -4.594 -0.928 0.1156
H 1.205 -4.443 -3.384 0.1214
H 0.861 -2.229 -4.463 0.1235
C 0.775 5.797 -5.730 -0.0768
O 1.202 6.669 -4.710 -0.0709
C 0.468 6.784 -3.579 -0.2658
C -0.742 6.130 -3.343 -0.0207
C -1.349 6.232 -2.111 -0.0224
C -0.762 6.980 -1.079 -0.2957
C 0.378 7.748 -1.370 -0.0008
C 0.990 7.632 -2.590 0.0106
N -1.268 7.003 0.185 0.0677
N -1.906 6.102 0.749 0.0734
C -1.989 4.748 0.480 -0.2632
C -3.260 4.275 0.537 -0.0253
C -3.806 2.924 0.261 -0.1260
C -1.616 1.505 0.850 -0.4447
O -1.276 0.243 0.514 -0.2052
C -0.763 2.534 -0.061 -0.2544
N 0.510 1.956 -0.317 -0.0704
C 1.630 2.676 -0.287 -0.1742
C 1.672 3.989 0.103 -0.0787
C 0.454 4.615 0.408 -0.0216
C -0.759 3.988 0.262 -0.0838
H 1.567 5.810 -6.478 0.0980
H -0.160 6.133 -6.188 0.1001
H 0.649 4.772 -5.359 0.0814
H -1.220 5.551 -4.118 0.1040
H -2.312 5.772 -1.933 0.1104
H 0.788 8.385 -0.603 0.1192
H 1.889 8.181 -2.814 0.1229
H -4.023 5.014 0.739 0.1137
H -4.383 2.601 1.136 0.1324
H 2.524 2.122 -0.556 0.1076
H 2.602 4.526 0.171 0.0946
H 0.488 5.629 0.767 0.1092
```

The HOMO energy (spin up / spin down) comes out at -9.0831 / -9.1449 eV. As for the spin multiplicity: 5. The calculation puts the lowest unoccupied orbital energy (spin up / spin down) at -3.57 / -3.76 eV. As for the energy relative to the best compared isomer or geometry (same formula, charge and spin): 2.048 eV. The orbital gap (spin up / spin down) comes out at 5.5 / 5.4 eV. As for the expectation value of S²: 6.03. The charge is +1.

***

# 8
DFT (ωB97M-V/def2-TZVPD) results for 9 unconnected molecules or ions with the total composition H18O9.

The geometry in XYZ format:
```
27
Properties=species:S:1:pos:R:3:lowdin_charge:R:1
O 0.021 -0.422 -0.008 -0.0636
H -0.496 0.366 0.238 0.0220
H -0.020 -0.993 0.783 0.0223
O 1.997 2.243 -1.056 -0.0623
H 2.206 1.311 -0.901 -0.0035
H 1.052 2.240 -1.269 -0.0164
O 0.655 -2.368 2.087 -0.0402
H 1.551 -2.651 1.861 0.0677
H 0.546 -2.606 3.018 0.0727
O -0.616 -1.795 -2.858 -0.0627
H -0.071 -1.588 -2.083 0.0081
H -0.694 -0.957 -3.326 0.0221
O -0.991 2.577 -1.674 -0.0452
H -1.496 1.763 -1.809 0.0639
H -0.987 3.011 -2.540 0.0775
O 2.896 -0.715 -0.310 -0.0631
H 1.920 -0.778 -0.190 0.0028
H 3.280 -1.320 0.331 0.0282
O -0.223 4.071 0.696 -0.0723
H -0.599 3.376 1.246 0.0006
H -0.432 3.801 -0.222 -0.0013
O -1.168 -4.071 0.523 -0.0656
H -0.831 -3.557 1.276 -0.0071
H -1.112 -4.994 0.798 0.0319
O -1.843 1.251 1.548 -0.0405
H -1.940 0.986 2.471 0.0610
H -2.606 1.819 1.371 0.0630
```

Its structure (SMILES) is O.O.O.O.O.O.O.O.O. The HOMO energy comes out at -10.2376 eV. As for the spin multiplicity: 1. The calculation puts the lowest unoccupied orbital energy at -0.31 eV. As for the energy relative to the best compared isomer or geometry (same formula, charge and spin): 2.250 eV. The orbital gap comes out at 9.9 eV.

***

no.,calculated total energy (eV)
1,-6446.9167
2,-43709.2477
3,-30834.3469
4,-9736.0275
5,-7313.8679
6,-89970.0379
7,-83108.5312
8,-18719.8857